[1]
{
  "formula": "C36H54O27",
  "method": "ωB97M-V/def2-TZVPD",
  "charge": 0,
  "energy_ha": -3435.75317,
  "de_lowest_kcal_mol": 37.9,
  "lumo_energy_ev": 0.36,
  "smiles": "C[C@H]1COC(=O)O1.C[C@H]1COC(=O)O1.C[C@H]1COC(=O)O1.C[C@H]1COC(=O)O1.C[C@H]1COC(=O)O1.C[C@H]1COC(=O)O1.C[C@H]1COC(=O)O1.C[C@H]1COC(=O)O1.C[C@H]1COC(=O)O1",
  "gap_ev": 10.936,
  "symbols": ["C", "C", "C", "O", "C", "O", "O", "H", "H", "H", "H", "H", "H", "C", "C", "C", "O", "C", "O", "O", "H", "H", "H", "H", "H", "H", "C", "C", "C", "O", "C", "O", "O", "H", "H", "H", "H", "H", "H", "C", "C", "C", "O", "C", "O", "O", "H", "H", "H", "H", "H", "H", "C", "C", "C", "O", "C", "O", "O", "H", "H", "H", "H", "H", "H", "C", "C", "C", "O", "C", "O", "O", "H", "H", "H", "H", "H", "H", "C", "C", "C", "O", "C", "O", "O", "H", "H", "H", "H", "H", "H", "C", "C", "C", "O", "C", "O", "O", "H", "H", "H", "H", "H", "H", "C", "C", "C", "O", "C", "O", "O", "H", "H", "H", "H", "H", "H"],
  "xyz": [[7.851, 3.770, -0.716], [6.495, 4.407, -0.456], [5.732, 4.619, -1.710], [4.423, 4.141, -1.409], [4.440, 3.445, -0.246], [3.519, 2.726, 0.133], [5.611, 3.534, 0.407], [8.576, 4.349, -1.305], [7.767, 2.784, -1.219], [8.379, 3.617, 0.253], [6.640, 5.367, 0.071], [6.080, 3.912, -2.502], [5.647, 5.626, -2.092], [-0.718, -5.079, -0.879], [-1.731, -6.035, -1.555], [-3.096, -5.977, -0.989], [-3.822, -5.431, -2.076], [-3.069, -5.236, -3.175], [-3.455, -4.744, -4.185], [-1.895, -5.701, -2.941], [0.250, -5.019, -1.415], [-0.485, -5.439, 0.146], [-1.086, -4.043, -0.850], [-1.347, -7.075, -1.499], [-3.231, -5.250, -0.204], [-3.532, -6.893, -0.835], [5.971, -2.522, -1.801], [4.854, -1.677, -1.311], [5.235, -1.077, 0.026], [5.601, 0.249, -0.257], [5.397, 0.540, -1.520], [5.618, 1.613, -2.069], [4.822, -0.448, -2.176], [5.765, -3.480, -1.318], [6.996, -2.225, -1.466], [5.941, -2.694, -2.920], [3.900, -2.203, -1.243], [6.003, -1.638, 0.500], [4.405, -0.931, 0.742], [-2.743, 3.558, -0.802], [-3.800, 4.073, -1.851], [-3.599, 3.535, -3.281], [-4.963, 3.284, -3.689], [-5.804, 3.378, -2.641], [-6.980, 3.217, -2.604], [-5.108, 3.710, -1.519], [-1.715, 3.881, -0.935], [-2.826, 2.468, -0.711], [-3.008, 4.096, 0.131], [-3.746, 5.162, -1.974], [-3.132, 2.576, -3.283], [-3.166, 4.214, -3.972], [-1.282, -2.878, 3.294], [0.250, -3.007, 3.403], [0.681, -4.385, 3.804], [1.893, -4.585, 2.974], [1.796, -3.752, 1.927], [2.533, -3.809, 0.938], [0.857, -2.842, 2.109], [-1.502, -1.913, 2.883], [-1.700, -2.896, 4.315], [-1.680, -3.662, 2.639], [0.706, -2.200, 4.077], [-0.079, -5.140, 3.608], [1.058, -4.440, 4.809], [3.815, 1.530, 3.004], [2.396, 1.859, 3.417], [1.524, 0.648, 3.785], [1.483, 0.643, 5.204], [1.966, 1.811, 5.688], [1.913, 2.115, 6.870], [2.453, 2.566, 4.703], [3.962, 1.772, 1.962], [4.018, 0.443, 3.150], [4.524, 2.179, 3.542], [1.979, 2.498, 2.711], [1.990, -0.284, 3.326], [0.535, 0.926, 3.366], [-3.780, -0.771, -4.432], [-4.584, -0.943, -3.171], [-4.340, -2.224, -2.431], [-4.619, -1.780, -1.035], [-4.378, -0.501, -0.993], [-4.399, 0.159, 0.011], [-4.165, 0.042, -2.203], [-4.103, 0.125, -5.002], [-3.807, -1.683, -5.089], [-2.711, -0.728, -4.162], [-5.662, -0.832, -3.521], [-3.288, -2.480, -2.430], [-4.964, -3.046, -2.719], [1.442, -0.100, 0.199], [0.159, 0.422, -0.525], [0.526, 0.951, -1.945], [0.298, -0.217, -2.727], [-0.385, -1.131, -2.126], [-0.775, -2.208, -2.566], [-0.664, -0.757, -0.820], [1.948, 0.838, 0.478], [2.079, -0.696, -0.466], [1.173, -0.648, 1.096], [-0.448, 1.124, 0.074], [1.576, 1.270, -2.052], [-0.121, 1.847, -2.213], [-5.952, 3.168, 1.702], [-4.931, 2.800, 2.713], [-4.995, 1.364, 3.272], [-3.649, 0.838, 3.145], [-2.894, 1.752, 2.441], [-1.739, 1.562, 2.234], [-3.593, 2.893, 2.258], [-5.825, 2.579, 0.751], [-5.732, 4.169, 1.347], [-6.972, 3.122, 2.107], [-4.958, 3.583, 3.533], [-5.537, 0.692, 2.616], [-5.177, 1.214, 4.339]],
  "forces_ev_per_angstrom": [[0.8, -1.1, 1.1], [1.2, 0.3, 1.2], [-0.8, -1.7, -1.6], [-0.8, -0.1, 1.2], [-1.1, -1.8, -0.1], [1.3, 1.7, -0.8], [0.7, 1.4, -1.8], [-0.7, 0.4, 0.0], [-0.2, 0.6, 0.3], [-0.4, -0.1, -0.5], [-0.2, -0.6, 0.1], [0.0, 0.8, 0.4], [0.2, 0.3, 0.1], [0.3, -0.1, -0.2], [2.9, -0.5, 0.5], [-0.5, 2.3, -1.1], [-2.0, 1.0, -0.5], [-1.6, 0.2, 0.3], [-0.3, 0.3, -0.4], [2.9, -0.8, 0.2], [-0.6, -0.3, 0.1], [-0.3, 0.2, -0.5], [-0.1, -0.3, 0.1], [-0.1, 0.6, -0.3], [0.2, -0.2, 0.8], [-0.8, -2.2, 1.0], [0.5, -1.6, -1.0], [0.7, 1.6, -0.4], [-2.2, 0.5, 1.0], [1.6, 0.8, 0.5], [-0.4, 2.4, -1.9], [0.1, -1.4, 1.3], [-0.8, -2.0, 0.5], [0.4, -0.3, -0.2], [-0.9, 0.2, -0.4], [0.1, 0.3, 1.3], [0.0, 0.4, -0.6], [0.9, -0.2, 0.4], [0.1, -0.7, -0.3], [-1.7, 1.1, 0.1], [2.7, 0.4, -0.5], [-1.7, -0.8, 1.1], [-0.6, 0.1, -0.4], [0.3, 0.1, 0.8], [0.1, -0.2, -0.7], [-0.2, -0.2, 0.2], [0.1, -0.1, -0.8], [0.0, 0.3, 0.2], [0.0, -0.9, -0.2], [-0.1, 0.0, 0.6], [0.7, -0.7, -0.1], [0.5, 0.6, -0.5], [1.1, 0.1, 0.6], [-0.7, 1.3, 0.7], [1.7, -0.1, -0.3], [-1.2, -0.2, 0.2], [2.5, -0.5, -2.3], [-1.7, 0.2, 2.2], [-0.6, 0.4, -0.1], [-0.3, 0.5, -0.3], [0.0, -0.3, -0.5], [0.0, 0.1, 0.3], [-0.7, -1.1, -0.8], [0.2, -0.2, -0.2], [-0.2, -0.1, 0.5], [0.5, -0.5, 0.1], [1.7, -1.0, 2.1], [-0.1, 0.5, -1.7], [0.1, -0.5, -0.1], [-0.4, 0.6, 2.2], [0.3, -0.6, -2.4], [-0.2, 0.1, -0.2], [0.0, -0.2, -0.3], [0.2, 0.8, 0.2], [-0.2, -0.5, 0.0], [-1.1, 1.1, -1.0], [-0.9, 0.9, 0.9], [0.1, -1.1, 0.4], [1.0, -0.6, -0.8], [-0.7, 0.1, -1.8], [0.1, 0.7, 1.2], [-0.1, -1.8, -1.2], [-0.3, 1.8, 1.2], [0.3, 0.0, 0.1], [-0.5, -0.2, -0.6], [0.3, -0.6, 0.4], [-0.5, 0.8, 0.6], [-0.3, 0.4, -0.1], [0.9, 0.1, 1.3], [0.2, -0.2, -0.2], [-0.3, -0.3, 0.1], [-1.0, 1.7, -0.2], [0.9, -1.0, 0.1], [-0.7, 1.0, 1.3], [0.9, 1.1, -2.1], [-2.2, -2.7, 2.2], [0.9, 2.2, 0.3], [0.5, 0.6, -1.3], [0.4, -0.4, 0.0], [-0.3, 0.1, 0.1], [0.0, -0.2, -0.1], [0.4, -0.5, -0.2], [-0.4, -0.4, 0.1], [0.5, -1.4, -0.2], [0.3, -0.3, -2.0], [0.0, 0.6, 2.7], [1.0, -1.0, -0.1], [0.6, 1.5, -1.1], [-1.1, -0.8, 2.1], [0.4, 0.4, -0.8], [1.1, -0.5, -1.2], [-0.4, 0.0, 1.1], [-0.2, 0.4, 0.2], [0.3, -0.1, -0.2], [-0.2, -1.1, -0.6], [-0.8, 0.2, 0.2], [-0.7, 0.4, -0.3]],
  "mulliken_charge": [-1.36, 0.54, -0.54, -0.39, 0.51, -0.41, -0.32, 0.39, 0.24, 0.33, 0.36, 0.21, 0.35, -0.92, 0.47, -0.43, -0.39, 0.76, -0.57, -0.37, 0.34, 0.31, -0.05, 0.32, 0.20, 0.33, -1.54, 0.71, -0.31, -0.24, 0.65, -0.57, -0.41, 0.45, 0.31, 0.32, 0.39, 0.44, -0.16, -0.97, 0.21, -0.18, -0.40, 0.67, -0.56, -0.26, 0.47, -0.02, 0.32, 0.31, 0.02, 0.39, -1.35, 0.70, -0.51, -0.40, 0.43, -0.58, 0.07, 0.27, 0.40, 0.30, 0.05, 0.28, 0.33, -0.38, 0.41, 0.55, -0.43, 0.43, -0.60, -0.45, -0.40, 0.17, 0.40, 0.52, 0.00, -0.16, -1.18, 0.51, 0.37, -0.34, 0.37, -0.56, -0.07, 0.35, 0.36, 0.14, 0.12, -0.51, 0.44, 0.01, 0.61, -0.13, -0.34, 0.41, -0.64, -0.16, 0.07, 0.06, -0.25, 0.07, 0.20, 0.05, -1.28, 0.51, -0.47, -0.31, 0.64, -0.49, -0.31, 0.18, 0.34, 0.40, 0.28, 0.23, 0.29]
}


[2]
{
  "formula": "C36H54O27",
  "method": "ωB97M-V/def2-TZVPD",
  "charge": 0,
  "energy_ha": -3435.48933,
  "de_lowest_kcal_mol": 203.5,
  "lumo_energy_ev": -0.07,
  "smiles": "C[C@H]1COC(=O)O1.C[C@H]1COC(=O)O1.C[C@H]1COC(=O)O1.C[C@H]1COC(=O)O1.C[C@H]1COC(=O)O1.C[C@H]1COC(=O)O1.C[C@H]1COC(=O)O1.C[C@H]1COC(=O)O1.C[C@H]1COC(=O)O1",
  "gap_ev": 10.492,
  "symbols": ["C", "C", "C", "O", "C", "O", "O", "H", "H", "H", "H", "H", "H", "C", "C", "C", "O", "C", "O", "O", "H", "H", "H", "H", "H", "H", "C", "C", "C", "O", "C", "O", "O", "H", "H", "H", "H", "H", "H", "C", "C", "C", "O", "C", "O", "O", "H", "H", "H", "H", "H", "H", "C", "C", "C", "O", "C", "O", "O", "H", "H", "H", "H", "H", "H", "C", "C", "C", "O", "C", "O", "O", "H", "H", "H", "H", "H", "H", "C", "C", "C", "O", "C", "O", "O", "H", "H", "H", "H", "H", "H", "C", "C", "C", "O", "C", "O", "O", "H", "H", "H", "H", "H", "H", "C", "C", "C", "O", "C", "O", "O", "H", "H", "H", "H", "H", "H"],
  "xyz": [[-8.343, -3.513, 0.767], [-7.383, -4.312, 1.473], [-6.954, -5.522, 0.744], [-5.529, -5.350, 0.556], [-5.126, -4.350, 1.359], [-4.041, -3.948, 1.535], [-6.252, -3.521, 1.654], [-9.251, -4.009, 1.110], [-8.219, -3.721, -0.296], [-8.481, -2.480, 1.085], [-7.742, -4.532, 2.478], [-7.509, -5.780, -0.158], [-7.214, -6.361, 1.389], [8.097, 5.241, -4.002], [9.277, 5.930, -3.348], [10.028, 5.354, -2.163], [11.370, 5.381, -2.539], [11.449, 5.799, -3.773], [12.576, 6.122, -4.185], [10.276, 6.061, -4.298], [7.982, 5.510, -5.052], [7.209, 5.364, -3.382], [8.405, 4.198, -3.929], [9.139, 7.001, -3.195], [9.816, 4.290, -2.059], [9.854, 6.050, -1.342], [11.027, -4.333, -1.452], [10.438, -3.117, -0.681], [10.636, -1.796, -1.406], [9.285, -1.266, -1.640], [8.356, -2.147, -1.048], [7.164, -2.061, -1.167], [9.062, -3.264, -0.696], [12.103, -4.408, -1.297], [10.737, -4.314, -2.503], [10.487, -5.233, -1.158], [10.593, -3.149, 0.398], [11.009, -1.957, -2.418], [11.296, -1.171, -0.805], [0.553, 2.566, 0.010], [-0.631, 1.664, 0.640], [-1.141, 1.864, 2.071], [-2.481, 2.046, 2.008], [-2.847, 2.208, 0.706], [-3.974, 2.554, 0.292], [-1.807, 1.909, -0.061], [0.323, 3.631, 0.012], [0.680, 2.211, -1.013], [1.438, 2.606, 0.645], [-0.330, 0.618, 0.591], [-0.763, 2.844, 2.363], [-0.831, 1.097, 2.780], [-5.635, -0.715, 11.217], [-4.767, -1.992, 11.310], [-3.443, -1.996, 10.672], [-2.603, -2.423, 11.772], [-3.337, -2.513, 12.899], [-2.883, -3.196, 13.861], [-4.602, -2.186, 12.696], [-6.537, -0.810, 11.822], [-6.073, -0.606, 10.225], [-5.210, 0.233, 11.549], [-5.520, -2.690, 10.945], [-3.186, -1.218, 9.953], [-3.291, -2.873, 10.043], [-3.948, -2.977, -5.498], [-2.551, -2.993, -6.148], [-1.562, -3.981, -5.504], [-1.677, -5.013, -6.382], [-2.175, -4.616, -7.535], [-2.161, -5.223, -8.567], [-2.775, -3.463, -7.442], [-3.983, -2.232, -4.703], [-4.070, -3.877, -4.895], [-4.737, -2.935, -6.249], [-2.192, -1.968, -6.065], [-1.916, -4.352, -4.542], [-0.563, -3.547, -5.469], [-12.759, 4.749, 0.631], [-14.001, 4.790, 1.388], [-14.760, 6.074, 1.717], [-16.076, 5.527, 1.566], [-16.135, 4.295, 1.102], [-17.165, 3.691, 0.850], [-14.949, 3.854, 0.870], [-12.895, 5.168, -0.366], [-12.167, 3.836, 0.569], [-12.146, 5.326, 1.325], [-13.729, 4.518, 2.408], [-14.598, 6.717, 0.852], [-14.466, 6.460, 2.693], [4.316, 0.548, 4.552], [4.649, 1.923, 5.153], [5.344, 2.935, 4.228], [4.719, 4.073, 4.451], [3.643, 3.859, 5.164], [2.764, 4.656, 5.309], [3.622, 2.674, 5.571], [3.438, 0.064, 4.979], [5.088, -0.185, 4.784], [4.246, 0.620, 3.466], [5.277, 1.780, 6.032], [5.238, 2.605, 3.194], [6.413, 3.129, 4.312], [5.382, -2.689, -10.149], [4.706, -2.693, -8.673], [5.616, -2.214, -7.557], [5.088, -0.911, -7.223], [3.865, -0.805, -7.851], [3.083, 0.063, -7.668], [3.583, -1.801, -8.664], [5.827, -1.743, -10.456], [4.616, -3.062, -10.828], [6.179, -3.425, -10.253], [4.375, -3.673, -8.330], [6.627, -2.122, -7.954], [5.727, -2.948, -6.759]],
  "forces_ev_per_angstrom": [[-2.9, -0.2, -0.7], [0.3, 1.4, 1.8], [0.1, -1.9, 0.3], [-0.7, -1.0, 0.6], [-2.2, 3.0, -1.4], [1.5, -0.6, 0.5], [3.1, -1.6, 0.3], [-0.8, 0.2, -0.7], [-0.3, 0.9, -0.1], [0.6, 0.0, -0.3], [-0.1, -0.4, 0.1], [0.6, 0.7, -0.5], [0.8, -0.5, 0.1], [0.7, -0.8, 1.3], [-0.9, 2.1, -0.5], [-1.3, -0.7, 0.2], [0.0, -0.5, 1.3], [5.5, 2.8, -1.2], [-3.2, -1.2, -0.3], [1.7, -0.9, -2.7], [-0.1, 0.2, 0.3], [-0.2, 0.1, -0.4], [-0.5, -0.4, -0.4], [-1.2, 0.0, 0.8], [-0.6, 0.2, 0.9], [0.1, -0.8, 0.6], [-0.7, 0.3, 0.6], [0.2, -1.1, -0.7], [-0.4, 0.2, -0.4], [-0.1, -0.6, 2.0], [0.8, -0.5, -2.8], [1.7, 0.2, 1.0], [-3.6, 0.1, 0.2], [-0.1, -0.2, -0.2], [0.4, 0.7, -0.2], [0.4, -0.1, 0.7], [1.3, 0.3, -0.1], [0.4, 0.1, 0.2], [-0.4, 0.6, -0.4], [-1.7, -0.4, 1.4], [1.8, 0.2, 0.4], [3.3, 1.7, 0.6], [-3.2, -0.1, -0.9], [-3.8, 0.8, -0.7], [4.2, -1.3, 1.7], [-0.8, 0.1, -2.1], [-0.8, 0.0, -0.3], [0.4, 0.1, 0.2], [0.3, -1.0, -0.2], [-0.1, -0.1, -0.8], [0.6, -0.1, 0.7], [-0.2, 0.0, -0.1], [-0.4, 0.4, -0.4], [-4.3, 2.7, -0.2], [1.2, -2.8, -0.8], [0.5, 2.0, 0.0], [2.5, -5.1, 3.0], [-1.9, 3.6, -2.9], [0.7, -0.1, 0.7], [0.1, -0.5, 0.3], [0.4, 0.1, -0.3], [0.6, -0.2, -0.2], [0.7, -0.9, -0.1], [0.5, 1.0, 1.2], [-0.7, -0.1, -0.4], [0.7, -0.6, 1.2], [-1.9, 1.6, 2.5], [-1.0, 1.8, 0.7], [1.3, -2.8, -0.7], [-0.3, -1.7, -2.9], [0.3, -0.5, 0.5], [0.5, 1.7, -0.2], [-0.4, 0.5, -0.4], [-0.2, -0.5, -0.4], [0.1, 0.4, 0.2], [0.3, -0.1, -0.9], [0.3, 0.4, 0.2], [0.2, -0.3, 0.1], [1.3, 1.1, -0.3], [0.4, -1.8, 2.4], [0.2, -1.5, -3.1], [-1.5, 2.5, 1.8], [-3.5, -1.2, -1.0], [1.6, 1.2, 0.7], [2.2, -0.7, -0.2], [0.4, 0.3, 0.0], [-0.9, -0.5, 0.0], [0.7, 0.8, -0.8], [-0.1, -1.2, 0.1], [-0.2, 0.9, 0.5], [-0.7, 0.1, -0.2], [0.1, 0.2, 0.0], [3.6, -2.0, 0.0], [2.8, -3.3, -1.9], [-0.4, 4.1, -0.5], [-2.4, 4.1, -1.0], [0.1, 0.3, 0.4], [-3.7, -3.2, 2.7], [-0.3, 0.5, -0.1], [0.4, 0.3, -0.1], [-0.3, -0.1, 0.0], [0.2, -0.3, 0.1], [-0.3, 0.0, -0.4], [0.2, -0.6, 0.6], [-1.0, -1.0, 1.6], [1.1, -0.6, -1.8], [0.9, 0.6, -0.9], [-0.5, -1.1, -0.4], [-0.3, 1.0, 1.0], [0.0, 1.0, 0.4], [1.2, -1.4, -0.4], [-0.5, 0.2, 0.2], [-0.1, 0.5, -0.2], [0.1, -0.1, 0.5], [-0.3, -0.2, -0.9], [0.1, 0.5, 0.1], [-0.7, 0.5, 0.6]],
  "mulliken_charge": [-1.38, 0.60, -0.56, -0.34, 0.57, -0.47, -0.36, 0.35, 0.32, 0.34, 0.30, 0.39, 0.24, -1.24, 0.25, -0.36, -0.30, 0.68, -0.61, -0.33, 0.34, 0.34, 0.31, 0.32, 0.34, 0.26, -1.38, 0.33, -0.38, -0.33, 0.65, -0.51, -0.37, 0.35, 0.37, 0.36, 0.33, 0.29, 0.29, -1.28, 0.31, -0.31, -0.33, 0.67, -0.58, -0.33, 0.35, 0.33, 0.35, 0.25, 0.26, 0.31, -1.49, 0.56, -0.35, -0.34, 0.67, -0.59, -0.32, 0.38, 0.39, 0.36, 0.15, 0.33, 0.25, -1.29, 0.43, -0.43, -0.33, 0.68, -0.57, -0.36, 0.37, 0.31, 0.31, 0.33, 0.29, 0.27, -1.27, 0.41, -0.30, -0.33, 0.67, -0.59, -0.34, 0.30, 0.35, 0.36, 0.16, 0.29, 0.29, -1.29, 0.51, -0.46, -0.32, 0.69, -0.58, -0.34, 0.34, 0.34, 0.31, 0.26, 0.25, 0.28, -1.27, 0.30, -0.38, -0.31, 0.61, -0.53, -0.33, 0.32, 0.36, 0.39, 0.29, 0.26, 0.30]
}